Formula: C5H10O
Source: the OMol25 dataset
Level of theory: wB97M-V/def2-TZVPD

Element x y z (Å)
1 C -1.3847 1.0158 1.2215
2 C -0.4050 1.1768 0.0598
3 C -0.3393 -0.0302 -0.8490
4 C 0.5600 -0.1969 -1.8150
5 C 0.8913 -1.4571 1.6247
6 O 0.2687 -2.4088 1.5964
7 H -1.0653 0.2313 1.9158
8 H -1.4722 1.9448 1.7935
9 H -2.3830 0.7481 0.8573
10 H -0.7019 2.0471 -0.5404
11 H 0.5988 1.3999 0.4452
12 H -1.1027 -0.7965 -0.6976
13 H 2.4146 -1.2976 -0.7943
14 H 0.5589 -1.0700 -2.4626
15 H 1.3444 0.5385 -1.9908
16 H 2.8692 -1.5812 -0.2756

Forces on atoms 1 to 3 (eV/Å):
-0.04 -0.01 0.05
0.03 0.08 -0.02
0.07 0.00 -0.19

Output
Highest occupied orbital energy, eV: -9.609
ΔE to the lowest compared entry with this formula, charge and spin, kJ/mol: 203.8
Strongest force on any atom, eV Å⁻¹: 1.5
Frontier orbital gap, eV: 10.797
Total charge: 0